(1)
This record from the OMol25 dataset describes a molecular structure, C24H25CuN3O3. The level of theory is ωB97M-V with the def2-TZVPD basis set.

Output
2S+1 = 2
charge = +2

Cartesian coordinates (Å):
C1 -0.51107 -1.98642 -7.12132
C2 -1.20172 -1.19530 -8.14771
H1 -0.48846 -3.05563 -7.34703
H2 0.53827 -1.70389 -6.99815
C3 -1.27036 0.15968 -7.98392
C4 -1.07271 0.66447 -6.66107
H3 -1.92353 0.43345 -5.96591
H4 -0.56202 1.63948 -6.55272
C5 -1.71942 -1.88759 -9.34804
H5 -1.57579 -2.97001 -9.26209
H6 -1.21976 -1.54614 -10.25770
H7 -2.78733 -1.68320 -9.47720
C6 -1.73625 1.01081 -9.15103
H8 -2.78712 0.78903 -9.41770
H9 -1.14628 0.86795 -10.07577
H10 -1.68157 2.07745 -8.90040
Cu1 -0.22428 -0.14360 -0.61514
O1 -0.07664 -0.69520 -2.48332
C7 0.40142 -0.14025 -3.51634
O2 0.86525 1.49562 -1.15953
C8 1.58095 1.53466 -2.18179
O3 2.63356 2.33190 -2.26437
N1 1.39384 0.82938 -3.36008
C9 3.23731 2.17615 -3.58993
C10 2.36540 1.24612 -4.38414
H11 4.23315 1.74100 -3.47586
H12 3.29125 3.16432 -4.04880
H13 2.90830 0.37848 -4.78784
H14 1.85518 1.74919 -5.21444
C11 0.02663 -0.48586 -4.88911
C12 -0.67347 -1.62486 -5.07626
H15 0.52410 0.11058 -5.67048
H16 -0.92443 -2.23234 -4.19194
H17 -1.26477 -1.84023 -6.03065
C13 1.80106 -2.85163 2.05422
C14 1.39654 -2.19683 0.87884
N2 0.41913 -1.26698 0.88767
C15 -0.15052 -0.92628 2.07804
C16 0.21182 -1.52537 3.31491
C17 1.20284 -2.52581 3.26690
C18 -0.44818 -1.04499 4.50261
C19 -1.36908 -0.01947 4.45799
C20 -1.71880 0.62430 3.22272
C21 -2.59559 1.71451 3.09139
C22 -2.80415 2.28710 1.84693
C23 -2.15512 1.76113 0.71587
N3 -1.34752 0.67922 0.80683
C24 -1.11103 0.13446 2.03440
H18 2.58142 -3.60562 1.99074
H19 1.84014 -2.41052 -0.09311
H20 1.48257 -3.01144 4.19977
H21 -0.17727 -1.52640 5.44935
H22 -1.85170 0.33289 5.37416
H23 -3.08162 2.08645 3.98904
H24 -3.46044 3.14440 1.71541
H25 -2.27122 2.19201 -0.28341



(2)
This record from the OMol25 dataset describes a molecular structure, C24H25F3N3O5RuSSi. The level of theory is ωB97M-V with the def2-TZVPD basis set.

Output
2S+1 = 2
charge = 0

Cartesian coordinates (Å):
Ru1 0.03809 -0.57426 -0.58975
O1 -1.72060 3.50541 -2.33374
C1 -1.23946 2.50347 -1.57976
O2 -0.02313 2.08799 -1.89143
C2 -1.97876 2.07416 -0.47812
C3 -3.21092 2.71338 -0.15426
C4 -3.87178 2.34789 0.97768
C5 -3.33789 1.32162 1.77384
C6 -2.17088 0.70408 1.35881
N1 -1.47297 1.05756 0.27347
C7 -1.59782 -0.44970 2.14409
O3 -2.45258 -1.14424 2.90872
O4 -0.44240 -0.74814 2.08909
H1 -1.07155 3.69453 -3.02392
H2 -3.58282 3.49476 -0.79871
H3 -4.78986 2.84306 1.26296
H4 -3.81164 1.04810 2.70575
H5 -3.35977 -0.87533 2.72047
F1 -1.27585 -5.61112 1.20596
C8 -1.63597 -5.44420 -0.08028
F2 -2.59046 -6.35854 -0.33994
F3 -0.57724 -5.75650 -0.83688
C9 -2.13509 -4.04570 -0.32993
C10 -3.48603 -3.81016 -0.46838
C11 -3.95691 -2.51772 -0.70018
C12 -3.03736 -1.49099 -0.72038
N2 -1.74015 -1.71316 -0.51788
C13 -1.24912 -2.95792 -0.40694
S1 0.47990 -2.88915 -0.47072
H6 -4.17573 -4.64234 -0.42472
H7 -5.00502 -2.31788 -0.86270
H8 -3.33040 -0.46198 -0.88676
C14 1.39506 0.77721 -3.21849
C15 0.22330 0.70945 -2.28481
O5 -0.77283 -0.04877 -2.43305
H9 0.98972 0.74007 -4.23271
H10 2.08164 -0.04418 -3.08450
H11 1.93424 1.70828 -3.07385
C16 4.26053 1.80994 0.60480
Si1 2.61517 0.91295 0.84627
C17 2.75262 -0.00272 2.47300
C18 1.43259 2.34569 1.05139
N3 2.09866 -0.15895 -0.45064
C19 2.98301 -1.09176 -1.01269
C20 2.66608 -1.87153 -2.13879
C21 3.56815 -2.76181 -2.69859
C22 4.83387 -2.93094 -2.16576
C23 5.16969 -2.19117 -1.03897
C24 4.27169 -1.30564 -0.47811
H12 4.27289 2.60779 1.35283
H13 4.35373 2.28142 -0.37531
H14 5.15101 1.20908 0.76839
H15 3.07438 0.67307 3.26847
H16 3.50275 -0.79295 2.38856
H17 1.81666 -0.47042 2.77370
H18 1.82184 2.96914 1.85901
H19 0.42122 2.05091 1.32206
H20 1.38678 2.95572 0.14679
H21 1.68131 -1.80468 -2.57646
H22 3.25917 -3.33829 -3.56121
H23 5.53395 -3.63047 -2.60161
H24 6.14136 -2.31159 -0.57539
H25 4.57059 -0.78924 0.41181



(3)
This record from the OMol25 dataset describes a molecular structure, C24H25F3N4O3PbS4. The level of theory is ωB97M-V with the def2-TZVPD basis set.

Output
2S+1 = 1
charge = 0

Cartesian coordinates (Å):
Pb1 -0.00050 -0.33320 -0.52640
N1 -2.22370 -0.54380 3.85880
C1 -1.35010 -0.41670 4.94320
C2 -1.83080 -0.05680 6.19150
C3 -0.96220 0.05590 7.26960
C4 0.38520 -0.18960 7.10140
C5 0.87610 -0.53820 5.84850
C6 0.01470 -0.64590 4.77430
S1 0.62970 -1.04180 3.14150
N2 -0.60870 -0.54730 2.15960
C7 -1.81750 -0.39740 2.54650
C8 -2.85100 -0.09900 1.54400
C9 -4.14800 0.28540 1.90190
C10 -5.09920 0.45260 0.91320
C11 -4.74510 0.24330 -0.40800
C12 -3.42770 -0.08750 -0.67910
N3 -2.51490 -0.25020 0.25920
H1 -3.20080 -0.43660 4.07360
H2 -2.88890 0.11930 6.32660
H3 -1.35290 0.33480 8.23680
H4 1.05830 -0.10360 7.93920
H5 1.92290 -0.74970 5.70700
H6 -4.42700 0.48380 2.92610
H7 -6.10480 0.74350 1.17470
H8 -5.46180 0.34950 -1.20530
H9 -3.09360 -0.24240 -1.69360
F1 5.10210 -4.57580 0.38080
C13 3.83710 -4.10370 0.36380
F2 3.13160 -4.99430 -0.34770
F3 3.40610 -4.19010 1.63330
C14 3.76580 -2.70980 -0.18700
C15 4.89100 -2.07900 -0.67920
C16 4.79430 -0.78480 -1.18190
C17 3.55100 -0.18050 -1.18040
N4 2.47240 -0.77830 -0.71930
C18 2.52780 -2.02810 -0.22800
S2 1.04340 -2.67430 0.29770
H10 5.84290 -2.58750 -0.67800
H11 5.65780 -0.28000 -1.58170
H12 3.40000 0.81570 -1.57660
C19 0.55360 3.39210 -1.57000
O1 -0.01200 2.75800 -0.44310
C20 0.44500 3.23500 0.79600
C21 1.87360 2.83680 1.17170
O2 1.89060 1.48280 1.54590
C22 3.14390 1.07550 2.02950
H13 0.48240 4.48390 -1.48340
H14 -0.01950 3.06450 -2.43650
H15 1.60140 3.11400 -1.71720
H16 -0.23310 2.80370 1.53620
H17 0.36780 4.33200 0.82490
H18 2.20350 3.46770 2.01360
H19 2.56490 3.01780 0.33450
H20 3.41220 1.63900 2.93310
H21 3.93010 1.21410 1.27570
H22 3.06140 0.02040 2.27360
C23 0.38060 -0.95920 -5.99910
O3 -0.27650 -1.54330 -4.89010
C24 -0.17390 -1.02930 -3.67790
S3 0.77870 0.29090 -3.28520
S4 -1.13330 -1.82320 -2.52570
H23 0.77770 -1.77340 -6.60580
H24 1.18400 -0.29950 -5.67170
H25 -0.35030 -0.39160 -6.57960



Computed max |F| (eV/Å) in order:
4.15; 0.87; 1.13
Computed total energy (a.u.) in order:
-2959.30492; -2552.22581; -3459.51835